Here is a cluster of 2 separate species, C5H11Br2 in total in a non-equilibrium geometry from the OMol25 dataset. Energies are from ωB97M-V/def2-TZVPD.

The geometry in XYZ format:
```
18
Properties=species:S:1:pos:R:3:lowdin_spin:R:1
H -1.061 1.233 1.944 0.000
Br -3.249 -2.261 -0.894 1.000
C 1.350 0.300 2.167 0.000
C 0.539 1.160 3.153 0.000
C -0.513 2.010 2.388 0.000
C -1.540 2.803 3.210 0.000
C 0.176 2.916 1.382 0.000
Br 1.753 2.291 4.263 0.000
H 0.654 -0.287 1.543 0.000
H 1.970 0.898 1.496 0.000
H 1.987 -0.450 2.673 0.000
H 0.045 0.490 3.877 0.000
H -2.307 3.068 2.489 0.000
H -1.986 2.181 3.967 0.000
H -1.229 3.735 3.649 0.000
H -0.564 3.470 0.824 0.000
H 0.814 3.660 1.844 0.000
H 0.797 2.359 0.687 0.000
```

Values from the calculation:
* spin multiplicity: 2
* LUMO energy (spin up / spin down): 0.8 / -3.9 eV
* net charge: 0
* frontier orbital gap (spin up / spin down): 0.397 / 0.224 Eh
* ⟨S²⟩: 0.75
* energy relative to the best compared isomer or geometry (same formula, charge and spin): 0.0 kJ/mol